No. 1
{"formula": "C17H26N4O3", "method": "wB97M-V/def2-TZVPD", "charge": 0, "e_tot_ha": -1108.11987, "smiles": "CN1CCCC[C@@H]1C(=O)N(CCC(=O)NCc1ncco1)C1CC1", "homo_lumo_gap_ev": 9.418, "largest_force_ha_per_bohr": 0.001, "multiplicity": 1, "e_homo_ev": -8.64, "lumo_energy_ev": 0.780, "elements": ["C", "N", "C", "C", "C", "C", "C", "C", "O", "N", "C", "C", "C", "O", "N", "C", "C", "N", "C", "C", "O", "C", "C", "C", "H", "H", "H", "H", "H", "H", "H", "H", "H", "H", "H", "H", "H", "H", "H", "H", "H", "H", "H", "H", "H", "H", "H", "H", "H", "H"], "coordinates": [[-2.377, -1.758, 2.562], [-2.755, -1.738, 1.158], [-4.207, -1.687, 1.041], [-4.666, -1.754, -0.405], [-4.050, -0.611, -1.200], [-2.539, -0.629, -1.028], [-2.144, -0.622, 0.455], [-0.617, -0.702, 0.503], [-0.045, -1.770, 0.648], [0.104, 0.449, 0.317], [1.546, 0.270, 0.199], [1.966, -0.436, -1.091], [3.455, -0.274, -1.311], [4.008, 0.807, -1.203], [4.124, -1.411, -1.642], [5.539, -1.412, -1.948], [5.809, -1.719, -3.382], [6.401, -2.753, -3.871], [6.376, -2.551, -5.246], [5.754, -1.387, -5.503], [5.382, -0.836, -4.311], [-0.494, 1.726, 0.006], [0.256, 3.021, 0.014], [-0.243, 2.447, -1.289], [-1.303, -1.887, 2.661], [-2.682, -0.833, 3.084], [-2.869, -2.598, 3.053], [-4.614, -2.526, 1.608], [-4.604, -0.763, 1.507], [-4.355, -2.711, -0.832], [-5.757, -1.713, -0.443], [-4.312, -0.682, -2.257], [-4.448, 0.342, -0.835], [-2.124, -1.540, -1.469], [-2.078, 0.222, -1.532], [-2.490, 0.320, 0.916], [2.031, 1.238, 0.242], [1.888, -0.314, 1.053], [1.666, -1.482, -1.059], [1.472, 0.030, -1.947], [3.611, -2.273, -1.707], [5.913, -0.420, -1.697], [6.067, -2.154, -1.350], [6.805, -3.257, -5.935], [5.507, -0.838, -6.392], [-1.499, 1.808, 0.386], [-0.258, 3.874, 0.433], [1.324, 3.032, 0.170], [0.514, 2.042, -1.947], [-1.077, 2.918, -1.792]], "lowdin_charge": [-0.0801, -0.1664, -0.2126, -0.1850, -0.1957, -0.1283, -0.2550, -0.4052, 0.0644, 0.0089, -0.1212, -0.0693, -0.4811, 0.0596, 0.0812, -0.0791, -0.3543, 0.1325, -0.1148, -0.0909, 0.0709, -0.2630, -0.0843, -0.0834, 0.0783, 0.0919, 0.0871, 0.1187, 0.1258, 0.1177, 0.1101, 0.1098, 0.1146, 0.1334, 0.1094, 0.1384, 0.1035, 0.1383, 0.1080, 0.1232, 0.1451, 0.1300, 0.1307, 0.1029, 0.1176, 0.1280, 0.1013, 0.0943, 0.0949, 0.0988]}


No. 2
{"formula": "C5H11NO", "method": "wB97M-V/def2-TZVPD", "charge": 0, "e_tot_ha": -327.04088, "smiles": "CCCNCC=O", "homo_lumo_gap_ev": 9.891, "largest_force_ha_per_bohr": 0.080, "multiplicity": 1, "e_homo_ev": -8.93, "lumo_energy_ev": 0.965, "elements": ["C", "C", "C", "N", "C", "C", "O", "H", "H", "H", "H", "H", "H", "H", "H", "H", "H", "H"], "coordinates": [[-1.927, 1.073, 0.690], [-0.478, 1.101, 1.016], [0.077, -0.340, 1.142], [0.172, -0.985, -0.134], [1.498, -0.815, -0.812], [1.099, -0.648, -2.303], [1.678, 0.080, -3.079], [-2.177, 2.086, 0.422], [-2.668, 0.872, 1.443], [-2.071, 0.242, -0.039], [-0.095, 1.752, 1.854], [0.102, 1.604, 0.241], [-0.664, -0.888, 1.883], [1.006, -0.314, 1.694], [-0.303, -1.912, -0.250], [2.298, -1.630, -0.682], [2.075, 0.047, -0.475], [0.379, -1.324, -2.612]], "lowdin_charge": [-0.1314, -0.2809, -0.2840, -0.0983, -0.1569, -0.2353, 0.0465, 0.0664, 0.0605, 0.0856, 0.1199, 0.0974, 0.1496, 0.0920, 0.1382, 0.1330, 0.1111, 0.0866]}


No. 3
{"formula": "C4H18NO3", "method": "wB97M-V/def2-TZVPD", "charge": 1, "e_tot_ha": -443.42588, "homo_lumo_gap_ev": 11.146, "largest_force_ha_per_bohr": 0.033, "multiplicity": 1, "e_homo_ev": -14.06, "lumo_energy_ev": -2.911, "elements": ["C", "C", "C", "C", "N", "H", "H", "H", "H", "H", "H", "H", "H", "H", "H", "H", "H", "H", "H", "O", "H", "H", "O", "H", "H", "O"], "coordinates": [[0.647, -0.627, -0.070], [0.310, 0.061, 1.233], [0.254, 1.622, 0.979], [-0.099, 2.564, 2.137], [-0.536, -1.254, -0.812], [0.987, 0.120, -0.798], [1.388, -1.389, 0.140], [-0.559, -0.332, 1.754], [1.176, -0.136, 1.841], [1.232, 1.754, 0.479], [-0.455, 1.827, 0.175], [-0.770, 2.050, 2.850], [-0.688, 3.377, 1.693], [0.830, 2.933, 2.564], [-0.872, -2.107, -0.348], [-0.375, -1.496, -1.802], [-1.222, -0.510, -0.926], [-2.005, -4.855, -0.397], [-0.693, -5.314, 0.104], [-1.072, -4.619, -0.443], [3.457, 3.829, 1.236], [2.130, 3.542, 1.811], [2.603, 3.469, 0.973], [-2.694, -0.871, -3.331], [-1.586, -0.571, -4.332], [-1.754, -0.689, -3.392]], "lowdin_charge": [-0.1418, -0.1779, -0.2512, -0.0762, 0.1882, 0.1335, 0.1304, 0.1166, 0.1133, 0.0884, 0.1010, 0.0901, 0.0880, 0.0494, 0.1416, 0.1419, 0.1452, 0.0469, 0.0490, -0.0562, 0.0538, 0.0044, -0.0548, 0.0552, 0.0627, -0.0412]}


No. 4
{"formula": "C32H65NO11P", "method": "wB97M-V/def2-TZVPD", "charge": -1, "e_tot_ha": -2482.00048, "homo_lumo_gap_ev": 5.472, "largest_force_ha_per_bohr": 0.107, "multiplicity": 1, "e_homo_ev": -3.76, "lumo_energy_ev": 1.717, "elements": ["C", "C", "P", "C", "N", "C", "C", "O", "O", "H", "H", "H", "H", "H", "H", "H", "H", "H", "H", "H", "C", "C", "O", "C", "H", "H", "H", "H", "H", "H", "C", "C", "O", "C", "H", "H", "H", "H", "H", "H", "C", "C", "O", "C", "H", "H", "H", "H", "H", "H", "C", "C", "O", "C", "H", "H", "H", "H", "H", "H", "C", "C", "O", "C", "H", "H", "H", "H", "H", "H", "C", "C", "O", "C", "H", "H", "H", "H", "H", "H", "C", "C", "O", "C", "H", "H", "H", "H", "H", "H", "C", "C", "O", "C", "H", "H", "H", "H", "H", "H", "C", "C", "O", "C", "H", "H", "H", "H", "H", "H"], "coordinates": [[-0.249, -4.534, 1.301], [-0.828, -3.483, 0.231], [-2.520, -2.849, 0.887], [-2.802, -1.252, -0.113], [-3.642, -4.125, 0.421], [-4.807, -4.245, 1.349], [-5.831, -5.321, 0.688], [-5.633, -6.565, 0.822], [-6.941, -4.815, 0.006], [0.401, -4.033, 2.103], [-1.116, -5.122, 1.778], [0.376, -5.313, 0.727], [-0.109, -2.625, -0.021], [-1.104, -4.106, -0.703], [-3.063, -0.357, 0.563], [-3.653, -1.410, -0.864], [-1.839, -0.949, -0.657], [-3.921, -4.069, -0.567], [-5.316, -3.262, 1.608], [-4.393, -4.661, 2.339], [-1.503, 2.610, 2.147], [-2.695, 2.911, 1.277], [-3.681, 2.202, 1.293], [-2.616, 4.125, 0.387], [-1.700, 1.710, 2.732], [-0.622, 2.437, 1.524], [-1.324, 3.442, 2.832], [-1.785, 4.018, -0.314], [-2.486, 5.024, 0.994], [-3.544, 4.217, -0.181], [3.571, -2.847, -2.011], [2.530, -2.047, -1.275], [1.851, -2.550, -0.397], [2.361, -0.604, -1.666], [3.583, -3.868, -1.625], [3.332, -2.878, -3.077], [4.558, -2.404, -1.857], [2.068, -0.535, -2.715], [3.294, -0.062, -1.496], [1.577, -0.152, -1.054], [3.557, 1.638, -4.921], [2.518, 2.444, -4.191], [1.836, 1.948, -3.314], [2.353, 3.888, -4.587], [3.564, 0.620, -4.531], [3.320, 1.603, -5.985], [4.545, 2.078, -4.767], [2.063, 3.955, -5.638], [3.287, 4.429, -4.418], [1.570, 4.344, -3.978], [6.020, -0.074, 1.082], [6.477, -0.332, -0.329], [5.922, 0.189, -1.277], [7.648, -1.259, -0.521], [5.170, 0.610, 1.068], [5.708, -1.011, 1.548], [6.829, 0.383, 1.657], [7.407, -2.248, -0.126], [8.529, -0.854, -0.017], [7.866, -1.351, -1.587], [3.332, -6.456, 0.938], [4.481, -6.378, -0.031], [4.680, -5.378, -0.694], [5.373, -7.586, -0.148], [2.776, -5.517, 0.917], [2.659, -7.267, 0.653], [3.710, -6.617, 1.951], [4.791, -8.447, -0.482], [5.842, -7.797, 0.815], [6.157, -7.387, -0.883], [2.306, -3.126, -6.546], [2.139, -1.644, -6.337], [3.100, -0.897, -6.318], [0.739, -1.123, -6.153], [3.366, -3.358, -6.664], [1.923, -3.669, -5.679], [1.776, -3.436, -7.450], [0.287, -1.578, -5.268], [0.140, -1.345, -7.039], [0.771, -0.041, -6.012], [1.169, 5.931, 5.157], [-0.126, 6.343, 4.509], [-0.196, 6.546, 3.310], [-1.330, 6.495, 5.400], [1.949, 5.862, 4.396], [1.468, 6.677, 5.897], [1.053, 4.954, 5.631], [-1.143, 7.266, 6.151], [-1.557, 5.543, 5.884], [-2.191, 6.795, 4.798], [-8.210, -3.001, 2.258], [-7.552, -2.873, 3.597], [-6.343, -2.830, 3.694], [-8.442, -2.802, 4.813], [-7.442, -3.043, 1.483], [-8.795, -3.922, 2.219], [-8.852, -2.136, 2.071], [-9.039, -3.713, 4.889], [-9.093, -1.928, 4.746], [-7.824, -2.712, 5.709], [-1.688, 8.637, 2.002], [-2.880, 8.935, 1.131], [-3.867, 8.225, 1.147], [-2.803, 10.148, 0.240], [-1.884, 7.740, 2.586], [-0.808, 8.464, 1.380], [-1.511, 9.470, 2.686], [-1.972, 10.042, -0.460], [-2.674, 11.047, 0.846], [-3.730, 10.238, -0.329]], "lowdin_charge": [-0.2081, -0.4389, 0.8529, -0.3191, -0.2784, -0.2392, -0.5797, -0.1089, -0.2491, 0.0684, 0.0617, 0.0499, 0.0400, 0.0756, 0.0123, 0.0377, 0.0190, 0.0755, 0.0690, 0.1069, -0.0207, -0.5016, 0.0618, -0.0200, 0.0859, 0.0853, 0.0695, 0.0840, 0.0756, 0.0838, -0.0075, -0.4657, 0.0331, -0.0183, 0.0476, 0.0782, 0.0781, 0.0666, 0.0717, 0.0864, -0.0283, -0.4928, 0.0568, -0.0283, 0.0643, 0.0798, 0.0899, 0.0828, 0.0825, 0.0805, -0.0214, -0.5075, 0.0504, -0.0257, 0.0847, 0.0890, 0.0830, 0.0864, 0.0829, 0.0835, -0.0141, -0.4853, 0.0476, -0.0277, 0.0710, 0.0923, 0.0882, 0.0856, 0.0831, 0.0798, -0.0246, -0.4919, 0.0424, -0.0123, 0.0827, 0.0865, 0.0847, 0.0928, 0.0866, 0.0798, -0.0229, -0.4905, 0.0392, -0.0163, 0.0837, 0.0846, 0.0878, 0.0871, 0.0900, 0.0799, -0.0285, -0.4989, 0.0548, -0.0378, 0.0517, 0.0929, 0.0821, 0.0797, 0.0761, 0.0743, -0.0338, -0.5009, 0.0623, -0.0316, 0.0478, 0.0904, 0.0898, 0.0834, 0.0816, 0.0807]}


No. 5
{"formula": "C5H6INOS", "method": "wB97M-V/def2-TZVPD", "charge": 0, "e_tot_ha": -1019.88427, "homo_lumo_gap_ev": 8.197, "largest_force_ha_per_bohr": 0.053, "multiplicity": 1, "e_homo_ev": -8.83, "lumo_energy_ev": -0.636, "elements": ["C", "C", "C", "C", "C", "N", "O", "S", "I", "H", "H", "H", "H", "H", "H"], "coordinates": [[-0.764, -1.798, -1.120], [-1.618, -0.995, -0.443], [0.126, 0.223, -1.082], [2.656, 0.947, 1.121], [2.426, 0.069, 2.336], [0.301, -1.005, -1.503], [-1.094, 0.245, -0.501], [2.224, 0.577, 3.870], [1.825, -1.952, 1.795], [-0.684, -2.807, -0.870], [-2.517, -1.178, 0.057], [1.796, 1.485, 0.803], [3.454, 1.608, 1.465], [2.883, 0.438, 0.214], [1.133, -1.327, -2.075]], "lowdin_charge": [-0.1282, -0.1032, -0.1347, -0.2404, -1.2484, 0.0054, -0.0359, 0.6199, 0.7237, 0.0916, 0.1086, 0.0520, 0.0756, 0.0340, 0.1800]}


No. 6
{"formula": "C32H32AuN6O3S", "method": "wB97M-V/def2-TZVPD", "charge": 1, "e_tot_ha": -2326.52386, "homo_lumo_gap_ev": 8.414, "largest_force_ha_per_bohr": 0.012, "multiplicity": 1, "e_homo_ev": -10.84, "lumo_energy_ev": -2.431, "elements": ["Au", "C", "O", "C", "C", "C", "C", "C", "C", "N", "C", "N", "C", "C", "C", "C", "C", "C", "O", "C", "N", "C", "C", "C", "C", "C", "C", "O", "C", "H", "H", "H", "H", "H", "H", "H", "H", "H", "H", "H", "H", "H", "H", "H", "H", "H", "H", "H", "H", "H", "H", "S", "C", "N", "C", "C", "N", "H", "H", "H", "H", "H", "H", "N", "C", "C", "C", "C", "C", "C", "C", "H", "H", "H", "H"], "coordinates": [[-0.172, -0.303, -1.880], [0.020, -4.354, 3.484], [1.108, -3.755, 4.176], [1.290, -2.412, 4.232], [2.052, -1.987, 5.324], [2.369, -0.659, 5.510], [1.905, 0.299, 4.614], [1.140, -0.105, 3.540], [0.844, -1.453, 3.316], [0.134, -1.814, 2.131], [0.437, -1.368, 0.877], [1.714, -0.993, 0.704], [2.449, -0.682, -0.462], [1.860, -0.446, -1.706], [2.671, -0.243, -2.818], [4.050, -0.214, -2.694], [4.628, -0.383, -1.452], [3.849, -0.642, -0.335], [4.554, -0.781, 0.834], [4.426, -1.917, 1.679], [-0.456, -1.416, -0.087], [-1.802, -1.707, 0.286], [-2.379, -2.910, -0.085], [-3.698, -3.199, 0.240], [-4.443, -2.273, 0.949], [-3.884, -1.054, 1.320], [-2.573, -0.764, 0.979], [-1.962, 0.433, 1.257], [-2.566, 1.244, 2.261], [0.001, -5.388, 3.816], [0.157, -4.332, 2.404], [-0.928, -3.884, 3.762], [2.392, -2.748, 6.014], [2.970, -0.366, 6.361], [2.135, 1.346, 4.755], [0.766, 0.622, 2.829], [-0.787, -2.208, 2.227], [2.269, -1.112, 1.533], [2.230, -0.090, -3.791], [4.671, -0.049, -3.564], [5.701, -0.349, -1.315], [5.402, -2.062, 2.137], [4.167, -2.815, 1.113], [3.715, -1.756, 2.498], [-1.775, -3.620, -0.637], [-4.134, -4.142, -0.057], [-5.469, -2.487, 1.217], [-4.483, -0.336, 1.863], [-1.863, 2.047, 2.468], [-2.739, 0.672, 3.173], [-3.512, 1.668, 1.915], [-2.538, -0.061, -2.370], [-2.669, 1.627, -2.120], [-2.339, 2.279, -1.013], [-2.597, 3.716, -1.116], [-3.044, 3.869, -2.587], [-3.137, 2.476, -3.025], [-2.022, 1.796, -0.179], [-1.695, 4.288, -0.903], [-3.379, 4.013, -0.418], [-2.302, 4.399, -3.182], [-4.002, 4.377, -2.680], [-3.369, 2.180, -3.958], [0.715, 5.390, -6.498], [0.620, 4.473, -5.814], [0.478, 3.334, -4.947], [0.076, 2.106, -5.463], [-0.082, 1.018, -4.617], [0.162, 1.146, -3.255], [0.581, 2.374, -2.745], [0.739, 3.466, -3.585], [-0.118, 2.008, -6.523], [-0.415, 0.073, -5.028], [0.812, 2.484, -1.693], [1.078, 4.417, -3.195]], "lowdin_charge": [1.0607, -0.0570, -0.0619, -0.2255, 0.0067, -0.0626, -0.0723, -0.0338, -0.1777, 0.1438, -0.3471, 0.1695, -0.1591, -0.1950, -0.1178, -0.0623, 0.0058, -0.2258, -0.0844, -0.0498, -0.0100, -0.3124, -0.0286, -0.0690, -0.0609, -0.0074, -0.2715, -0.1476, -0.0614, 0.0999, 0.0857, 0.1007, 0.1285, 0.1135, 0.1088, 0.1177, 0.1271, 0.1004, 0.0884, 0.1130, 0.1286, 0.1010, 0.1104, 0.0732, 0.1241, 0.1107, 0.1129, 0.1116, 0.0978, 0.1074, 0.0946, 0.7215, -0.7769, 0.0554, -0.0980, -0.0943, 0.0606, 0.1067, 0.1201, 0.1208, 0.1170, 0.1234, 0.1508, 0.1689, -0.1812, -0.2366, -0.0207, -0.1182, -0.3737, -0.1149, -0.0303, 0.1249, 0.1062, 0.1032, 0.1234]}


Copy entry 5 word for word.
{"formula": "C5H6INOS", "method": "wB97M-V/def2-TZVPD", "charge": 0, "e_tot_ha": -1019.88427, "homo_lumo_gap_ev": 8.197, "largest_force_ha_per_bohr": 0.053, "multiplicity": 1, "e_homo_ev": -8.83, "lumo_energy_ev": -0.636, "elements": ["C", "C", "C", "C", "C", "N", "O", "S", "I", "H", "H", "H", "H", "H", "H"], "coordinates": [[-0.764, -1.798, -1.120], [-1.618, -0.995, -0.443], [0.126, 0.223, -1.082], [2.656, 0.947, 1.121], [2.426, 0.069, 2.336], [0.301, -1.005, -1.503], [-1.094, 0.245, -0.501], [2.224, 0.577, 3.870], [1.825, -1.952, 1.795], [-0.684, -2.807, -0.870], [-2.517, -1.178, 0.057], [1.796, 1.485, 0.803], [3.454, 1.608, 1.465], [2.883, 0.438, 0.214], [1.133, -1.327, -2.075]], "lowdin_charge": [-0.1282, -0.1032, -0.1347, -0.2404, -1.2484, 0.0054, -0.0359, 0.6199, 0.7237, 0.0916, 0.1086, 0.0520, 0.0756, 0.0340, 0.1800]}